The following is a DFT calculation (the ωB97M-V functional and the def2-TZVPD basis) of the molecule C2H2N2OS at a distorted geometry.

```
8
Properties=species:S:1:pos:R:3:forces:R:3
O 0.31931 -0.45004 1.50556 -0.8 -0.5 0.1
C 1.06714 -0.24769 0.57447 0.2 1.3 0.6
C 0.59195 0.23932 -0.72293 -0.5 -1.8 0.9
N -0.69627 -0.05205 -0.92370 -1.4 2.2 0.3
N -1.68402 0.02756 -0.31246 0.3 -0.9 1.1
S -2.82295 0.49159 0.67167 0.2 -0.2 -0.9
H 2.12610 -0.30573 0.83331 0.6 0.0 -0.8
H 1.09873 0.29703 -1.62592 1.5 0.0 -1.1
```
Positions in Å, forces in eV/Å.

Computed properties:
Structure (SMILES): O=C/C=N\N=S
Maximum force, eV Å⁻¹: 2.62
Frontier orbital gap (alpha / beta), Ha: 0.2536 / 0.2535
Energy above the lowest of the compared OMol25 structures with the same formula, charge and spin, kcal/mol: 87.5